(1)
A structure of composition C32H44BrCuN3P2 at a distorted geometry, computed with the ωB97M-V functional and the def2-TZVPD basis.

The geometry in XYZ format:
```
83
Properties=species:S:1:pos:R:3:forces:R:3:lowdin_spin:R:1
C -0.604908 5.249732 -3.559074 -0.35 0.58 0.14 0.000
C -0.980555 4.072337 -4.220370 -0.09 0.24 -1.88 0.000
C -1.047954 4.114835 -5.636065 -0.17 0.28 0.42 0.000
C -0.915537 5.357409 -6.293678 0.28 -1.02 0.70 0.000
N -0.627381 6.485146 -5.641712 -0.31 0.02 0.30 0.000
C -0.482016 6.451055 -4.310517 0.20 -1.33 0.09 0.000
C -1.371162 2.858980 -3.487143 0.46 1.12 2.69 0.000
C -1.592045 2.577734 -2.259621 1.41 2.24 -1.03 0.000
C -1.490856 2.382878 -0.851792 -1.48 -0.87 0.23 0.000
C -0.287082 2.348586 -0.109932 0.38 -0.37 -0.52 0.002
C -0.159856 1.478920 0.968651 0.04 -0.29 0.28 0.010
C -1.219155 0.605711 1.283543 -0.99 0.98 -2.15 0.003
C -2.492681 0.874229 0.725111 0.45 -0.77 1.14 0.002
C -2.659655 1.798184 -0.286251 1.14 -0.34 0.07 0.002
Cu -2.176675 1.140491 -3.425799 -0.12 -0.35 -0.89 0.000
P 2.391157 -1.207866 0.756685 2.62 -1.30 -0.08 0.569
H -1.217047 3.186578 -6.198110 -0.12 0.56 0.19 0.000
H -0.471026 5.250093 -2.463631 -0.18 0.14 -0.69 0.000
H -1.041290 5.387598 -7.378774 0.14 0.23 0.34 0.000
H -0.242808 7.391626 -3.804168 -0.06 -0.35 -0.25 0.000
H -3.621096 1.846819 -0.773993 -0.05 0.23 -0.15 0.000
H 0.581022 2.896856 -0.505053 -0.38 -0.31 0.37 0.000
H -3.303188 0.193509 1.000272 0.10 0.41 -0.09 0.000
H 0.753403 1.367236 1.565423 -0.25 0.27 -0.51 0.004
C 2.514177 -2.749551 1.769629 -1.22 0.30 0.45 0.058
C 3.411917 -3.869119 1.246765 0.14 -0.02 -0.20 0.018
H 1.465336 -3.092369 1.827974 0.43 -0.15 0.22 0.006
H 2.795443 -2.430314 2.791252 -0.18 -0.04 -0.45 0.002
H 3.519056 -4.629296 2.024747 -0.09 0.11 -0.05 0.004
H 2.959730 -4.353447 0.374938 0.21 0.10 0.10 0.000
H 4.419228 -3.513824 0.996745 -0.26 -0.17 0.06 0.000
C 3.154746 -1.657444 -0.886482 -1.13 -0.08 0.08 0.089
C 3.694338 -0.441027 -1.635745 -0.03 -0.14 -0.17 0.003
H 2.331625 -2.164636 -1.425953 0.45 0.19 0.01 0.004
H 3.928116 -2.426021 -0.706490 -0.42 0.40 0.10 0.017
H 3.652985 -0.642571 -2.709231 0.04 0.16 0.12 0.000
H 3.094187 0.451299 -1.421827 0.23 -0.06 -0.20 0.002
H 4.743638 -0.261034 -1.376462 -0.31 0.15 -0.01 0.000
C 3.625793 -0.080493 1.510054 -1.02 1.19 0.17 0.079
C 5.002192 -0.724388 1.611460 0.24 -0.38 -0.09 0.038
H 3.229880 0.218229 2.499005 0.25 -0.11 -0.36 0.000
H 3.648663 0.837769 0.894731 0.04 -0.35 0.27 0.000
H 5.726291 0.018798 1.955874 -0.16 -0.01 -0.03 0.009
H 5.008946 -1.547643 2.332045 0.03 0.11 -0.16 0.000
H 5.346194 -1.092221 0.637141 0.00 0.05 0.30 0.001
Br -0.934027 -1.178692 1.736222 0.44 -0.11 1.08 0.074
P -1.942549 -1.554107 -1.358813 0.39 -2.30 1.73 0.001
C -0.655714 -2.994591 -1.488580 0.09 0.58 0.22 0.000
C -1.011235 -4.485448 -1.654297 -0.09 -0.30 -0.13 0.000
H -0.155862 -2.878044 -0.496519 -0.14 -0.09 -0.65 0.000
H 0.089212 -2.725108 -2.250213 -0.10 0.14 0.11 0.000
H -0.106967 -5.089812 -1.810805 0.01 0.34 0.14 0.000
H -1.498370 -4.897739 -0.757141 0.13 0.25 -0.33 0.000
H -1.649048 -4.716618 -2.520698 0.30 0.32 0.27 0.000
C -3.421619 -2.668530 -0.670814 0.12 0.67 -1.16 0.000
C -4.034604 -3.927164 -1.347177 -0.06 -0.31 0.32 0.000
H -4.227062 -1.939267 -0.525666 0.02 -0.14 0.19 0.000
H -3.072584 -2.961240 0.325800 0.22 0.31 -0.17 0.000
H -4.637816 -4.442025 -0.581565 0.07 0.28 -0.17 0.000
H -4.725091 -3.708560 -2.161419 0.11 0.20 -0.02 0.000
H -3.330129 -4.696277 -1.688092 -0.35 0.64 0.12 0.000
C -2.224292 -0.971120 -3.061298 -0.49 -0.71 -0.40 0.000
C -2.605768 -2.046276 -4.058133 -0.58 0.37 -1.03 0.000
H -1.283728 -0.486778 -3.394919 0.33 -0.37 0.21 0.000
H -3.053873 -0.196408 -2.934157 -0.47 -0.88 0.15 0.000
H -3.064603 -1.566886 -4.943213 -0.01 -0.52 0.26 0.000
H -1.697145 -2.537634 -4.430616 -0.34 -0.16 0.32 0.000
H -3.315267 -2.756641 -3.595627 0.48 0.30 -0.49 0.000
N -1.902513 2.326094 5.296498 0.38 -0.83 0.43 0.000
C -1.829125 1.886389 3.992012 1.81 -0.38 2.39 0.000
N -0.742457 1.162280 3.829095 -0.71 0.08 -1.66 0.000
C -0.039350 1.106415 5.001603 -0.92 1.46 0.65 0.000
C 1.316890 0.817669 5.162743 0.20 -0.77 0.21 0.000
C 1.923343 1.138876 6.364744 -0.62 0.77 0.07 0.000
C 1.191166 1.854304 7.344182 -0.86 -0.18 0.10 0.000
C -0.162453 2.196176 7.182642 0.36 -0.57 0.66 0.000
C -0.781221 1.801219 6.002440 0.28 0.74 -1.86 0.000
H -2.655699 2.869859 5.691298 0.15 -0.09 0.01 0.000
H -2.529483 2.206999 3.249121 -0.25 -0.15 -0.25 0.000
H 1.869818 0.335739 4.347542 -0.21 0.18 0.32 0.000
H 2.973518 0.955744 6.553640 -0.06 -0.11 -0.13 0.000
H 1.681134 2.143969 8.269512 -0.04 -0.09 -0.15 0.000
H -0.749485 2.663865 7.976497 0.48 0.18 -0.24 0.000
```
Forces are in eV/Å.

The calculation puts the lowest unoccupied orbital energy (alpha / beta) at -6.45 / -8.67 eV. As for the net charge: +2. The calculation puts the energy above the lowest of the compared OMol25 structures with the same formula, charge and spin at 336.38 kJ/mol. For the HOMO-LUMO gap (alpha / beta), the calculation gives 6.118 / 3.897 eV. The value obtained for the largest force on an atom is 3.02 eV/Å. As for the spin multiplicity: 2.


(2)
A structure of composition C4H11NO at a distorted geometry, computed with the ωB97M-V functional and the def2-TZVPD basis.

The geometry in XYZ format:
```
17
Properties=species:S:1:pos:R:3:forces:R:3:mulliken_charge:R:1
C -0.502720 -2.001178 0.621532 -1.85 2.00 -1.33 -0.369
O -0.767176 -1.654969 1.972302 -0.08 0.12 0.50 -0.491
H -1.515178 -1.047171 1.978697 0.11 -0.14 0.04 0.304
H -1.276589 -2.678695 0.239133 -0.02 -0.13 0.07 0.247
H 0.415778 -2.587983 0.636888 0.29 0.64 -0.44 0.206
H -0.767290 -0.874789 -0.062344 1.68 -3.44 1.22 0.021
C 1.203525 0.722786 0.486311 0.15 -0.73 0.51 -1.203
C 0.294811 1.139210 -0.597944 -1.31 -1.69 -0.67 0.862
N 0.866452 1.338210 -1.833796 0.08 0.29 0.38 -0.440
C -1.026734 0.763642 -0.496486 0.10 2.73 0.06 -1.222
H 0.270963 1.683115 -2.569185 0.21 0.01 0.02 0.204
H 1.845317 1.568375 -1.875613 -0.14 0.07 -0.10 0.208
H 1.397612 -0.374180 0.270276 0.53 1.22 0.07 0.248
H 0.715836 0.641240 1.456181 -0.28 0.34 -0.07 0.308
H 2.063899 1.380701 0.606817 0.33 -0.44 -0.21 0.436
H -1.507964 0.939794 0.456612 0.16 -0.47 0.38 0.293
H -1.710540 1.041891 -1.289380 0.04 -0.38 -0.45 0.389
```
Forces are in eV/Å.

The calculation puts the lowest unoccupied orbital energy at 0.93 eV. The calculation puts the energy above the lowest of the compared OMol25 structures with the same formula, charge and spin at 309.06 kJ/mol. For the HOMO-LUMO gap, the calculation gives 8.581 eV. The value obtained for the largest force on an atom is 4.02 eV/Å.


(3)
A cluster of 2 separate species, C6H7NO4 in total at a distorted geometry, computed with the ωB97M-V functional and the def2-TZVPD basis.

The geometry in XYZ format:
```
18
Properties=species:S:1:pos:R:3:forces:R:3:lowdin_spin:R:1
C 3.076402 -0.075535 0.802153 0.95 7.52 -1.56 0.676
C 2.464163 -1.243492 0.998045 -4.71 -7.11 0.21 0.665
C 2.053259 0.959210 0.334390 2.88 0.97 -0.09 0.094
C 1.056278 -1.083818 0.609218 1.18 1.57 0.69 0.129
C -3.021104 0.692312 -0.305407 -4.18 0.11 0.96 0.000
C -1.996189 0.332869 -1.297519 -2.21 -0.61 -1.05 0.000
N 0.851304 0.292410 0.272856 1.24 -1.35 0.59 0.064
O -1.844102 1.391911 -0.374585 2.41 0.70 0.19 -0.001
O 2.343884 2.129265 0.047636 -0.99 -1.59 0.44 0.152
O 0.194187 -1.910238 0.681053 -1.71 -1.58 0.05 0.165
O -1.164806 -0.747482 -1.260542 -0.80 -0.39 1.76 0.002
H 4.087526 0.136791 0.908593 1.47 0.57 0.09 0.032
H 2.836458 -2.272755 1.156552 -0.09 0.97 0.00 0.023
H -3.952648 1.393263 -0.410625 1.62 -1.31 -0.90 0.000
H -3.366151 0.040862 0.522594 1.43 0.07 0.03 0.000
H -2.318840 0.495745 -2.320352 0.75 0.87 -0.11 0.000
H -0.049310 0.670296 -0.002365 0.21 0.21 0.10 0.000
H -1.250313 -1.201612 -0.361696 0.57 0.38 -1.41 0.000
```
Forces are in eV/Å.

The calculation puts the lowest unoccupied orbital energy (alpha / beta) at 0.77 / -3.97 eV. The calculation puts the energy above the lowest of the compared OMol25 structures with the same formula, charge and spin at 0.00 kJ/mol. For the HOMO-LUMO gap (alpha / beta), the calculation gives 8.251 / 6.012 eV. The value obtained for the largest force on an atom is 8.53 eV/Å. As for the spin multiplicity: 3.


(4)
A cluster of 2 separate species, C5H7NO in total at a distorted geometry, computed with the ωB97M-V functional and the def2-TZVPD basis.

The geometry in XYZ format:
```
14
Properties=species:S:1:pos:R:3:forces:R:3:mulliken_charge:R:1
C -0.891606 -0.674383 1.100854 0.03 0.00 0.00 -1.109
C -0.166275 0.634439 1.024671 0.07 0.01 -0.03 0.100
C 1.008922 0.885744 0.429050 -0.13 -0.06 0.07 -0.431
C 1.782216 -0.119703 -0.311807 -0.11 -0.26 -0.13 0.035
O 1.296771 -1.050853 -0.937684 0.11 0.41 0.19 -0.602
C -2.063139 0.547483 -2.500571 1.01 -0.61 0.39 -0.229
N -1.109905 -0.026930 -2.129649 -0.99 0.58 -0.49 -0.031
H -1.640073 -0.736968 0.303484 0.05 0.04 0.12 0.278
H -1.425137 -0.755092 2.051870 0.09 0.02 -0.11 0.353
H -0.219358 -1.526994 0.984895 -0.08 0.10 -0.01 0.312
H -0.643273 1.466013 1.541496 0.09 -0.08 -0.05 0.349
H -0.280907 -0.506581 -1.790389 0.02 -0.04 0.06 0.285
H 1.469799 1.866284 0.526040 -0.07 -0.13 0.00 0.332
H 2.881969 -0.002453 -0.292266 -0.10 0.01 -0.01 0.357
```
Forces are in eV/Å.

The calculation puts the lowest unoccupied orbital energy at -0.24 eV. The calculation puts the energy above the lowest of the compared OMol25 structures with the same formula, charge and spin at 215.58 kJ/mol. For the HOMO-LUMO gap, the calculation gives 10.320 eV. The value obtained for the largest force on an atom is 1.24 eV/Å.


(5)
A cluster of 2 separate species, C25H29Br2NO3 in total at a distorted geometry, computed with the ωB97M-V functional and the def2-TZVPD basis.

The geometry in XYZ format:
```
60
Properties=species:S:1:pos:R:3:forces:R:3:mulliken_charge:R:1
C 0.237927 -0.997494 5.337050 -0.21 -0.39 -0.20 -0.756
C -0.341093 -1.091644 4.125776 -0.03 0.14 0.24 -1.018
C -0.419238 -0.005612 3.120025 -0.95 0.55 0.56 0.831
C -1.660323 0.494192 2.689676 -0.07 -0.12 -0.07 0.334
C -2.946043 -0.045496 3.267062 -0.15 -0.17 -0.27 -1.165
C -4.035330 -0.351182 2.217988 0.06 -0.19 0.25 -0.857
C -3.509974 -1.001220 0.941154 -0.24 0.12 -0.51 0.736
C -4.591810 -1.742339 0.145723 0.10 -0.27 -0.24 -0.684
O -4.158735 -3.078108 -0.140596 0.06 0.04 0.11 -0.545
C -1.717377 1.468297 1.710748 0.05 0.09 -0.02 -0.519
C -0.585336 1.994345 1.095842 0.16 0.06 0.22 -0.288
C -0.727324 3.018608 -0.006272 -0.30 -0.17 -0.53 -1.027
C -1.807015 2.632877 -1.047257 0.74 0.07 0.35 -0.740
C -1.221904 1.670271 -2.078454 -0.65 -0.47 -0.16 -0.014
C -2.330642 0.896195 -2.816158 0.57 0.19 0.04 -1.354
C 0.645113 1.500370 1.532144 0.08 0.03 -0.12 0.789
C 0.738104 0.511617 2.529371 -0.03 0.12 0.12 0.794
C 2.128907 0.036022 2.861374 -0.13 0.09 0.03 -0.426
O 2.515031 -0.271125 3.964738 0.07 -0.07 -0.09 -0.546
C 3.061381 -0.001394 1.699587 -0.08 -0.19 -0.22 -0.151
C 2.964414 0.919577 0.747935 0.13 0.25 0.04 0.033
C 3.807204 0.954441 -0.461916 -0.25 -0.42 -0.16 -0.497
Br 5.183708 2.244705 -0.564190 0.01 0.05 0.15 -0.076
C 3.629398 0.143684 -1.502992 0.18 0.07 -0.07 0.461
C 4.433328 0.144236 -2.772896 -0.79 0.24 0.28 -1.419
Br 2.205805 -1.133379 -1.463568 0.04 0.09 0.04 -0.193
C 1.920565 1.984818 0.919878 0.05 -0.08 0.21 0.244
O 2.128529 3.131293 0.599745 -0.07 -0.04 -0.16 -0.603
H 0.911006 -1.788524 5.658724 -1.11 -0.63 0.70 0.254
H 0.065268 -0.187654 6.037855 1.13 0.82 -0.68 0.248
H -0.804231 -2.037995 3.841082 1.18 -0.39 -0.58 0.448
H -2.755467 -0.978987 3.797501 0.18 0.08 0.07 0.389
H -3.331960 0.651847 4.014810 -0.01 0.00 0.02 0.307
H -4.639032 0.532780 1.997585 0.09 0.04 -0.13 0.323
H -4.721776 -1.066491 2.679904 -0.07 0.10 0.06 0.566
H -3.084997 -0.256799 0.264736 0.18 0.07 0.18 -0.466
H -2.702042 -1.709688 1.137442 -0.09 -0.05 0.21 0.239
H -4.786513 -1.239349 -0.804710 -0.08 0.16 0.09 0.382
H -5.535819 -1.787755 0.697051 0.02 0.01 0.06 0.263
H -4.329874 -3.270800 -1.064086 -0.06 -0.04 0.00 0.306
H -2.688729 1.825973 1.394034 -0.04 0.02 0.09 0.850
H -0.923700 4.011975 0.400560 0.00 -0.06 0.18 0.425
H 0.203072 3.092937 -0.563503 0.08 0.19 0.17 0.283
H -2.652848 2.159369 -0.549190 -0.18 0.10 -0.14 0.373
H -2.151697 3.545128 -1.536791 -0.18 -0.09 -0.05 0.402
H -0.585814 0.931238 -1.581782 0.16 0.14 0.03 0.036
H -0.608418 2.204292 -2.805842 0.09 0.10 0.13 0.468
H -2.654412 0.051500 -2.206706 -0.25 0.07 0.01 0.242
H -1.951308 0.493456 -3.755705 -0.11 -0.03 -0.04 0.411
H -3.168413 1.561962 -3.024889 -0.12 -0.14 -0.08 0.294
H 3.788764 -0.802645 1.653837 0.13 0.10 0.18 0.505
H 4.307204 1.119925 -3.247187 0.32 0.05 0.02 0.364
H 4.026165 -0.577248 -3.467029 0.22 -0.17 0.04 0.335
H 5.481446 -0.048089 -2.561087 0.06 0.01 -0.17 0.391
C 4.819854 -3.872577 -5.605696 0.00 0.01 0.01 -0.819
C 5.229846 -2.502369 -5.321458 -0.02 -0.13 -0.05 0.423
N 5.549289 -1.424422 -5.098159 0.14 0.02 -0.15 -0.409
H 3.857987 -3.871638 -6.114512 0.00 -0.01 0.00 0.268
H 5.559330 -4.354436 -6.242081 0.00 -0.01 0.00 0.297
H 4.730526 -4.431499 -4.676213 0.00 0.00 0.00 0.259
```
Forces are in eV/Å.

The calculation puts the lowest unoccupied orbital energy at -0.64 eV. For the HOMO-LUMO gap, the calculation gives 7.673 eV. The value obtained for the largest force on an atom is 1.56 eV/Å.


(6)
The molecule C4H6S2 at a distorted geometry, computed with the ωB97M-V functional and the def2-TZVPD basis.

The geometry in XYZ format:
```
12
Properties=species:S:1:pos:R:3:forces:R:3:mulliken_charge:R:1
C 0.245749 -1.458963 -0.584121 -0.48 1.38 -0.94 -1.097
C -0.321169 -0.262816 0.099883 -7.02 1.38 -0.57 1.098
C -1.691032 0.135509 -0.095627 -0.27 -0.53 0.64 -0.541
S -3.400376 0.526015 -0.180429 5.83 -1.25 0.22 -0.207
C 0.545752 0.631726 0.879951 -1.03 2.56 -0.21 -0.993
S 1.722392 1.617157 -0.323377 -1.41 -0.72 1.50 -0.170
H 0.698944 -2.221077 -0.009021 0.12 -0.74 1.02 0.317
H 1.018862 -0.931299 -1.080834 1.44 -0.10 -1.03 0.321
H -0.379196 -1.841859 -1.376202 -0.37 -0.29 0.11 0.353
H -0.037203 1.436573 1.483349 0.99 -1.46 -1.21 0.362
H 0.988787 0.004256 1.586626 1.66 -0.62 1.09 0.398
H 0.608486 2.364776 -0.400202 0.52 0.40 -0.63 0.159
```
Forces are in eV/Å.

The calculation puts the lowest unoccupied orbital energy (alpha / beta) at -0.64 / -0.64 eV. The calculation puts the energy above the lowest of the compared OMol25 structures with the same formula, charge and spin at 269.64 kJ/mol. For the HOMO-LUMO gap (alpha / beta), the calculation gives 7.625 / 7.624 eV. The value obtained for the largest force on an atom is 7.17 eV/Å.